The following is a DFT calculation (ωB97M-V/def2-TZVPD) of a cluster of 10 separate species, C73H85BFIN2O8S in total.

```
172
Properties=species:S:1:pos:R:3:forces:R:3
C 1.00032 -2.60890 -0.39003 -0.05 -0.76 0.00
C -0.01487 -3.43191 0.63983 1.29 -0.52 -1.22
S -1.67046 -2.55008 0.70304 0.64 -0.49 -0.11
C -2.17240 -1.92601 -1.02679 0.79 0.68 -0.79
C -3.81995 -1.97001 -1.04742 -0.81 0.20 1.90
C -4.60290 -0.62553 -1.59482 0.42 -0.06 -1.56
B -4.27232 0.75246 -0.76382 -0.40 1.96 1.13
O -5.24391 1.89358 -0.91065 1.38 -2.82 2.59
O -3.14447 0.98695 0.15730 -3.09 -0.90 0.16
O -4.11616 -1.88176 0.42136 -4.10 -0.16 0.21
C -5.51633 -2.30586 0.70188 -1.48 2.74 2.78
O -6.35882 -1.64198 1.49608 5.73 -4.36 -5.38
C -5.64030 -3.71422 -0.12851 -1.35 0.41 0.42
C -7.16611 -4.19886 -0.52086 -0.41 -0.29 0.08
C -8.20732 -4.22485 0.77244 -0.54 -1.37 -0.13
C -9.67894 -3.53262 0.42807 0.15 0.34 1.11
C -9.58259 -1.96385 -0.03845 1.55 0.19 -0.51
N -10.88093 -1.18922 0.05197 -0.95 -2.69 -2.77
C -11.93201 -1.68774 -0.91568 -5.67 0.69 2.91
C -11.67369 -2.18793 -2.46038 0.54 0.15 -0.12
O -13.22415 -1.68138 -0.48572 7.56 0.03 -2.52
C -5.22667 -4.81845 1.02144 2.95 3.10 6.86
O -4.77075 -4.34541 2.21364 -2.94 -2.86 -7.90
N -5.33543 -6.32166 0.90103 -0.94 -0.01 0.80
C -6.29240 -6.92935 1.90198 -0.51 -0.17 7.14
O -6.25392 -6.79587 3.22999 -0.41 -1.03 -9.85
F -7.37459 -7.82728 1.35370 3.66 3.04 1.06
C -4.56195 -3.43273 -1.37599 0.82 -1.02 0.65
I -5.45413 -3.18138 -3.40732 -0.06 -0.40 0.98
C -3.63987 -4.78341 -1.45379 0.39 -0.22 -0.72
C -2.71237 -4.92554 -2.79941 1.07 -1.34 0.12
C -3.28094 -6.11794 -3.82585 -0.69 0.04 0.44
O -2.93278 -7.48712 -3.33943 -1.87 0.90 0.79
H 2.03010 -3.19287 -0.50716 -2.10 1.43 0.44
H 1.13443 -1.52076 0.04241 -0.11 -2.23 -1.00
H 0.54489 -2.55828 -1.49211 0.88 -0.03 2.53
H -0.17753 -4.55609 0.30069 0.46 2.38 0.52
H 0.45729 -3.50206 1.73418 -1.33 0.51 -2.37
H -1.65591 -2.51304 -1.89715 -1.27 0.89 1.70
H -1.72814 -0.81945 -1.07873 -1.53 -2.33 -0.02
H -5.79162 -0.73711 -1.58705 2.63 -0.03 0.08
H -4.32560 -0.40780 -2.73044 -0.60 -0.55 2.21
H -5.47738 2.09428 0.06379 0.57 0.13 -2.30
H -3.52505 1.03367 1.10106 1.03 -0.08 -2.03
H -7.05197 -5.31770 -0.92165 -0.24 2.55 0.68
H -7.69018 -3.54730 -1.34020 1.52 -1.18 1.41
H -8.44924 -5.38031 0.94749 0.45 2.46 -0.22
H -7.73101 -3.84469 1.77112 -0.95 -0.36 -2.06
H -10.33899 -3.54279 1.42256 1.46 -0.17 -2.13
H -10.24022 -4.18912 -0.37078 1.12 1.39 1.48
H -9.17548 -1.96235 -1.16015 -1.13 0.27 2.32
H -8.77804 -1.32694 0.56966 -1.69 -1.77 -1.09
H -11.23380 -1.10048 1.03023 0.01 -0.31 -1.37
H -10.87997 -1.52780 -3.04840 -1.46 -1.44 1.56
H -12.67037 -2.11410 -3.11293 2.09 -0.24 2.03
H -11.29622 -3.31910 -2.41906 -0.83 2.54 -0.16
H -4.34957 -6.67270 1.09394 -1.76 0.37 0.04
H -4.40087 -5.70303 -1.48832 1.64 2.00 0.33
H -2.90272 -4.86331 -0.51812 -1.91 0.36 -1.78
H -2.47851 -3.92026 -3.35230 -0.79 -1.95 1.00
H -1.65598 -5.34199 -2.43112 -2.19 0.89 -0.84
H -4.46580 -6.08933 -3.84342 2.51 0.33 -0.34
H -2.81248 -6.03590 -4.90205 -1.02 -0.02 2.23
H -3.72202 -7.86949 -2.81504 1.92 1.15 -1.35
C -2.78148 5.48191 4.00243 -0.13 -0.14 -0.10
C -2.39209 4.70811 2.90955 -0.09 -0.02 0.12
C -3.13151 3.58056 2.55358 -0.09 0.05 0.16
C -4.26715 3.23217 3.28532 0.20 0.22 0.00
C -4.65864 4.00818 4.37593 0.08 0.03 -0.03
C -3.91387 5.13045 4.73755 0.03 -0.11 -0.18
H -2.20301 6.35865 4.28163 -0.10 -0.13 -0.04
H -1.51109 4.98358 2.33524 -0.12 -0.01 0.07
H -2.82401 2.97402 1.70608 0.01 0.18 0.07
H -4.84631 2.35629 3.00508 0.02 0.07 0.09
H -5.54461 3.73745 4.94507 0.15 0.04 -0.09
H -4.21601 5.73161 5.59060 0.04 -0.08 -0.12
C 0.78049 4.31158 8.41315 -0.04 0.01 -0.18
C 1.90982 4.56917 7.63660 -0.13 -0.04 -0.06
C 1.80675 4.60996 6.24645 -0.16 -0.02 0.08
C 0.57106 4.40271 5.63274 0.04 0.02 0.24
C -0.55899 4.14885 6.40954 0.08 -0.02 0.06
C -0.45408 4.09885 7.79930 0.20 0.06 -0.10
H 0.86188 4.27649 9.49638 -0.01 0.01 -0.16
H 2.87133 4.73747 8.11522 -0.15 -0.03 -0.08
H 2.68817 4.80403 5.64136 -0.11 -0.01 0.08
H 0.48959 4.43931 4.54963 -0.02 -0.03 0.12
H -1.52220 3.98898 5.93118 0.17 0.01 0.07
H -1.33360 3.89558 8.40388 0.11 0.03 -0.08
C 6.24167 -2.33026 -0.58512 -0.07 0.03 -0.14
C 7.04804 -2.42422 -1.71900 -0.13 0.03 0.01
C 6.58106 -1.95980 -2.94824 -0.13 0.07 0.15
C 5.31016 -1.39181 -3.04162 0.10 -0.05 0.13
C 4.50527 -1.29445 -1.90692 0.11 -0.09 0.02
C 4.96869 -1.76737 -0.67951 0.14 -0.02 -0.18
H 6.60464 -2.69543 0.37204 -0.05 0.08 -0.13
H 8.04102 -2.86056 -1.64477 -0.14 0.06 -0.02
H 7.20700 -2.03927 -3.83289 -0.07 0.01 0.12
H 4.94796 -1.02536 -3.99852 0.04 -0.05 0.13
H 3.51552 -0.85030 -1.97955 0.13 -0.09 0.00
H 4.33921 -1.69638 0.20316 0.06 -0.03 -0.11
C 4.00675 3.86129 -3.63292 -0.09 -0.05 0.14
C 4.44414 2.71044 -2.97795 -0.12 0.08 0.06
C 3.81681 2.29408 -1.80410 -0.09 0.16 -0.05
C 2.74459 3.02394 -1.29013 0.10 0.04 -0.16
C 2.30481 4.17273 -1.94722 0.11 -0.07 -0.05
C 2.93818 4.59424 -3.11603 0.06 -0.16 0.08
H 4.49811 4.18736 -4.54587 -0.07 -0.04 0.13
H 5.27521 2.13795 -3.38226 -0.11 0.07 0.08
H 4.16218 1.40106 -1.29035 -0.02 0.14 -0.08
H 2.25243 2.69690 -0.37803 0.07 0.05 -0.12
H 1.46817 4.74048 -1.54743 0.11 -0.07 -0.05
H 2.59884 5.49232 -3.62465 0.04 -0.11 0.04
C 7.68049 0.20454 4.20021 -0.02 0.00 -0.18
C 8.80982 0.46213 3.42367 -0.14 -0.05 -0.05
C 8.70675 0.50292 2.03352 -0.19 -0.04 0.09
C 7.47106 0.29567 1.41981 0.05 0.01 0.16
C 6.34101 0.04181 2.19661 0.15 0.02 0.10
C 6.44592 -0.00819 3.58637 0.16 0.04 -0.11
H 7.76188 0.16945 5.28344 -0.01 0.01 -0.16
H 9.77133 0.63043 3.90228 -0.15 -0.03 -0.07
H 9.58817 0.69699 1.42843 -0.11 0.00 0.07
H 7.38959 0.33228 0.33669 -0.01 -0.02 0.14
H 5.37780 -0.11806 1.71825 0.16 0.04 0.07
H 5.56640 -0.21146 4.19095 0.11 0.04 -0.08
C 12.24167 -1.99008 -1.18749 -0.08 0.06 -0.15
C 13.04804 -2.08405 -2.32138 -0.15 0.05 -0.02
C 12.58106 -1.61962 -3.55062 -0.13 0.03 0.15
C 11.31016 -1.05163 -3.64400 0.09 -0.08 0.16
C 10.50527 -0.95427 -2.50929 0.12 -0.06 -0.01
C 10.96869 -1.42720 -1.28189 0.13 -0.02 -0.15
H 12.60464 -2.35526 -0.23034 -0.05 0.05 -0.14
H 14.04102 -2.52038 -2.24715 -0.16 0.06 -0.01
H 13.20700 -1.69910 -4.43527 -0.08 0.02 0.13
H 10.94796 -0.68518 -4.60089 0.05 -0.05 0.14
H 9.51552 -0.51012 -2.58192 0.13 -0.07 0.02
H 10.33921 -1.35620 -0.39922 0.06 0.00 -0.09
C 1.45658 -8.30861 2.20909 0.07 0.05 -0.15
C 0.53738 -7.74285 1.32606 0.17 0.01 -0.05
C 0.95686 -7.29506 0.07372 0.16 -0.09 0.13
C 2.29510 -7.42224 -0.29971 -0.07 -0.03 0.15
C 3.21356 -7.99147 0.58195 -0.15 0.03 0.04
C 2.79581 -8.43076 1.83791 -0.16 0.08 -0.12
H 1.12993 -8.65436 3.18633 0.05 0.05 -0.15
H -0.50670 -7.65008 1.61446 0.15 -0.01 -0.02
H 0.24168 -6.84815 -0.61148 0.08 -0.10 0.04
H 2.62125 -7.07781 -1.27751 -0.04 -0.05 0.14
H 4.25610 -8.09199 0.29014 -0.17 0.02 0.05
H 3.51267 -8.86912 2.52663 -0.10 0.05 -0.10
C 1.78077 7.49044 1.12695 -0.10 0.10 0.08
C 1.22609 6.82145 2.21762 -0.05 0.17 -0.01
C 0.42511 7.51212 3.12659 0.04 0.11 -0.16
C 0.17053 8.87100 2.93914 0.11 -0.11 -0.12
C 0.72218 9.53910 1.84634 0.03 -0.15 0.03
C 1.53077 8.85048 0.94250 -0.09 -0.12 0.16
H 2.40775 6.95259 0.42065 -0.07 0.06 0.10
H 1.41891 5.76103 2.35981 0.00 0.13 -0.01
H -0.00144 6.99208 3.98001 0.10 0.06 -0.08
H -0.45765 9.40830 3.64469 0.09 -0.07 -0.10
H 0.52235 10.59771 1.69952 0.04 -0.17 0.03
H 1.96486 9.37254 0.09432 -0.06 -0.07 0.11
C 0.26609 6.80081 -5.48417 0.03 0.16 -0.09
C -0.08251 6.69600 -6.83038 0.04 0.14 0.05
C 0.02255 7.80658 -7.66727 0.07 0.03 0.19
C 0.48609 9.02061 -7.15956 -0.02 -0.17 0.11
C 0.83825 9.12436 -5.81416 -0.05 -0.13 -0.06
C 0.72435 8.01618 -4.97516 -0.04 -0.04 -0.21
H 0.18083 5.93596 -4.83148 0.00 0.11 -0.09
H -0.43718 5.74815 -7.22747 0.05 0.15 0.07
H -0.25552 7.72636 -8.71463 0.05 0.01 0.14
H 0.57269 9.88490 -7.81271 -0.01 -0.12 0.10
H 1.20102 10.07010 -5.41904 -0.06 -0.15 -0.06
H 0.99356 8.09884 -3.92584 -0.04 -0.01 -0.12
```
Positions in Å, forces in eV/Å.

The net charge is 0. The LUMO energy comes out at -0.0429 Ha. The calculation puts the HOMO energy at -8.7805 eV. The calculation puts the largest force on an atom at 9.9 eV/A. As for the spin multiplicity: 1.